The following is a DFT calculation (ωB97M-V with the def2-TZVPD basis set) of a cluster of 6 separate species, C37H66ClN2O30S6 in total in a non-equilibrium geometry.

For the HOMO-LUMO gap, the calculation gives 4.34 eV. Its energy above the lowest of the compared OMol25 structures with the same formula, charge and spin is 1548.6 kJ/mol. The total charge is +1.

Last column: Mulliken charge in e.
Positions of all 142 atoms, in Å:
C 3.00 -5.82 -3.03  -0.783
C 4.43 -5.00 -3.31  -0.133
C 4.42 -4.15 -4.71  0.224
C 4.23 -2.54 -4.58  -0.711
C 3.61 -2.00 -3.16  0.384
C 2.00 -2.37 -2.90  -0.020
C 1.06 -3.20 -3.97  -0.660
C 0.21 -2.05 -4.84  -0.410
O 1.11 -1.00 -5.35  -0.242
C 0.65 0.35 -4.96  0.154
O 1.50 1.15 -4.29  -0.461
C 1.23 -1.90 -1.49  0.633
C -0.36 -2.32 -1.23  -0.036
O -0.53 -3.56 -0.71  -0.532
O -1.52 -1.46 -1.55  -0.181
C -2.65 -1.71 -0.63  -0.359
C -4.01 -0.80 -1.02  -0.365
C -5.30 -1.75 -0.59  -0.569
C -6.75 -1.14 -1.09  -0.512
C -7.41 -0.32 0.17  -0.179
N -6.80 1.08 0.18  -0.655
C 2.13 -1.02 -0.44  -0.489
Cl 1.29 -0.48 1.14  -0.117
C 3.72 -0.67 -0.82  0.499
C 4.50 0.27 0.31  -0.676
C 5.38 -0.59 1.39  -0.046
O 6.07 0.43 2.25  -0.380
C 7.27 0.95 1.52  0.064
C 7.38 2.59 1.54  -0.953
N 4.39 -1.18 -2.11  0.691
C 5.82 -0.84 -2.45  -1.463
C 6.85 -2.12 -2.46  1.800
C 6.85 -3.04 -1.11  -1.118
O 8.23 -1.53 -2.55  -0.598
H 2.53 -6.06 -4.10  0.194
H 2.24 -5.20 -2.37  0.074
H 3.23 -6.89 -2.56  0.375
H 4.77 -4.40 -2.36  -0.166
H 5.24 -5.86 -3.45  0.426
H 3.59 -4.59 -5.45  0.450
H 5.46 -4.34 -5.27  -0.611
H 3.45 -2.22 -5.42  0.313
H 5.25 -2.04 -4.90  0.341
H 1.65 -3.81 -4.77  0.067
H 0.34 -3.95 -3.41  0.510
H -0.62 -1.53 -4.20  0.299
H -0.20 -2.63 -5.79  0.316
H -0.43 0.78 -5.22  0.350
H -2.37 -1.45 0.50  0.175
H -3.04 -2.83 -0.65  0.294
H -4.07 0.19 -0.38  0.276
H -4.02 -0.56 -2.18  0.229
H -5.16 -2.78 -1.17  0.347
H -5.28 -2.03 0.56  0.243
H -7.45 -2.07 -1.33  0.273
H -6.69 -0.52 -2.09  0.221
H -8.58 -0.33 0.16  -0.010
H -7.04 -0.88 1.16  0.254
H -6.52 1.25 -0.82  0.275
H -7.57 1.74 0.42  0.317
H 3.74 0.93 0.95  0.447
H 5.16 1.06 -0.29  0.180
H 4.77 -1.25 2.13  0.183
H 6.24 -1.24 0.94  0.187
H 8.29 0.50 1.95  0.286
H 7.26 0.64 0.37  -0.028
H 6.42 3.02 0.99  0.225
H 8.30 2.98 0.88  0.309
H 7.55 3.06 2.61  0.290
H 5.81 -0.41 -3.56  0.380
H 6.31 -0.01 -1.79  0.412
H 6.77 -2.80 -3.44  -0.504
H 5.85 -2.84 -0.49  0.209
H 6.75 -4.17 -1.47  0.286
H 7.81 -2.95 -0.44  0.311
H 8.18 -0.62 -2.99  0.342
C 2.05 -0.93 5.40  -0.245
C 0.85 -0.31 4.68  -0.131
O -0.17 -0.22 5.67  -0.340
S 0.52 0.04 7.12  1.104
O 0.48 1.46 7.40  -0.525
O 0.02 -0.96 8.04  -0.544
O 2.04 -0.35 6.70  -0.318
H 1.93 -2.01 5.50  0.330
H 2.99 -0.71 4.89  0.213
H 0.52 -0.91 3.83  0.110
H 1.08 0.71 4.34  0.309
C -12.94 1.19 -2.04  -0.217
C -12.50 0.00 -1.19  -0.354
O -11.14 0.26 -0.86  -0.284
S -10.92 1.87 -0.73  1.093
O -11.00 2.22 0.67  -0.616
O -9.81 2.25 -1.57  -0.318
O -12.31 2.33 -1.45  -0.292
H -12.58 1.10 -3.07  0.048
H -14.02 1.32 -2.05  0.354
H -12.60 -0.95 -1.73  0.362
H -13.07 -0.05 -0.26  0.313
C -10.41 2.71 -6.33  -0.342
C -8.89 2.56 -6.25  -0.398
O -8.61 2.31 -4.88  -0.318
S -9.86 1.48 -4.23  1.166
O -9.52 0.08 -4.23  -0.673
O -10.30 2.18 -3.04  -0.395
O -10.94 1.75 -5.42  -0.371
H -10.72 3.71 -5.99  0.283
H -10.79 2.53 -7.34  0.302
H -8.36 3.45 -6.59  0.313
H -8.55 1.69 -6.83  0.310
C 0.63 2.39 11.18  -0.316
C 1.56 2.91 10.09  -0.194
O 1.87 4.25 10.47  -0.324
S 1.88 4.35 12.10  1.125
O 3.25 4.24 12.55  -0.553
O 1.01 5.43 12.50  -0.551
O 1.13 2.93 12.40  -0.330
H -0.39 2.76 11.03  0.306
H 0.61 1.30 11.22  0.316
H 1.10 2.89 9.10  0.257
H 2.50 2.34 10.07  0.294
C -0.38 8.78 10.45  -0.308
C -0.40 7.32 10.00  -0.063
O -1.69 7.13 9.43  -0.308
S -2.17 8.52 8.73  1.105
O -1.87 8.45 7.32  -0.549
O -3.48 8.86 9.24  -0.529
O -1.07 9.50 9.43  -0.314
H -0.92 8.92 11.39  0.310
H 0.64 9.17 10.56  0.307
H -0.25 6.63 10.84  0.121
H 0.35 7.13 9.23  0.234
C 7.29 -3.43 -9.13  -0.261
C 8.81 -3.59 -9.05  -0.375
O 9.09 -3.84 -7.67  -0.316
S 7.84 -4.67 -7.02  0.961
O 8.18 -6.07 -7.02  -0.572
O 7.40 -3.96 -5.84  -0.405
O 6.76 -4.40 -8.22  -0.332
H 6.98 -2.44 -8.79  0.253
H 6.91 -3.61 -10.13  0.316
H 9.34 -2.69 -9.39  0.315
H 9.15 -4.45 -9.62  0.305

=====

The following is a DFT calculation (ωB97M-V with the def2-TZVPD basis set) of a cluster of 9 separate species, C37H66F6NO16P in total in a non-equilibrium geometry.

For the HOMO-LUMO gap, the calculation gives 2.66 eV. The total charge is -2.

Last column: Mulliken charge in e.
Positions of all 127 atoms, in Å:
C -4.11 -2.61 2.40  -1.827
C -3.69 -3.07 0.96  2.055
C -4.57 -4.30 0.50  -1.533
C -4.48 -4.78 -0.89  -0.610
C -4.65 -3.59 -1.81  -1.600
C -3.70 -2.39 -1.59  2.019
N -3.86 -2.03 -0.15  0.249
O -3.69 -0.57 0.25  -0.870
C -4.31 -1.26 -2.48  -1.587
C -2.19 -2.76 -1.98  -1.558
C -2.26 -3.58 0.95  -1.543
H -3.34 -2.12 3.00  -0.138
H -4.53 -3.44 2.96  0.515
H -5.03 -2.03 2.34  0.504
H -5.56 -4.19 0.94  0.450
H -4.26 -5.19 1.05  0.361
H -5.30 -5.48 -1.08  0.431
H -3.65 -5.44 -1.16  0.325
H -5.64 -3.15 -1.69  0.409
H -4.44 -3.76 -2.86  0.495
H -5.30 -0.91 -2.22  0.450
H -4.19 -1.57 -3.52  0.430
H -3.73 -0.35 -2.38  -0.070
H -1.94 -2.27 -2.92  0.541
H -1.93 -3.81 -2.07  0.240
H -1.46 -2.27 -1.34  0.099
H -1.73 -3.92 0.06  0.259
H -2.17 -4.37 1.70  0.480
H -1.70 -2.77 1.41  -0.009
P 1.43 0.86 -0.21  1.939
F 0.50 2.16 -0.70  -0.426
F 0.91 1.23 1.29  -0.570
F 0.09 -0.09 -0.35  -0.373
F 2.32 -0.38 0.22  -0.522
F 1.72 0.60 -1.73  -0.679
F 2.72 1.92 0.00  -0.559
C 2.83 -0.31 3.97  0.515
C 4.14 -0.58 3.32  -0.515
C 4.67 0.85 3.23  -0.258
O 3.92 1.62 4.21  -0.421
C 3.05 0.83 4.92  -0.449
H 2.39 -1.25 4.29  0.493
H 2.18 0.12 3.21  -0.492
H 4.06 -1.08 2.35  0.034
H 4.79 -1.09 4.02  0.364
H 4.28 1.12 2.25  0.003
H 5.74 1.02 3.28  0.369
H 2.19 1.50 5.06  0.123
H 3.41 0.46 5.88  0.288
C 1.92 4.09 3.67  -0.476
C 1.63 5.33 2.92  -0.506
C 1.02 4.68 1.72  -0.161
O 0.09 3.66 2.27  -0.284
C 0.67 3.22 3.42  0.469
H 2.21 4.25 4.71  0.396
H 2.76 3.58 3.21  0.041
H 2.51 5.95 2.77  0.333
H 0.88 5.97 3.39  0.306
H 1.76 4.13 1.13  -0.028
H 0.53 5.33 1.00  0.241
H 0.94 2.17 3.54  -0.543
H 0.09 3.58 4.28  0.170
C -2.46 6.09 -2.09  -0.646
C -3.53 5.43 -2.82  -0.515
C -3.33 4.02 -2.52  -0.060
O -2.72 3.91 -1.25  -0.364
C -1.83 5.02 -1.09  0.112
H -2.85 6.94 -1.53  0.274
H -1.69 6.58 -2.70  0.395
H -3.45 5.85 -3.82  0.230
H -4.55 5.72 -2.55  0.283
H -2.73 3.51 -3.28  -0.282
H -4.24 3.42 -2.47  0.481
H -0.81 4.69 -1.24  -0.065
H -1.89 5.40 -0.07  0.179
C 1.63 -3.27 -2.36  -1.490
C 2.28 -3.10 -1.04  1.609
C 1.44 -3.64 0.09  0.121
O 2.34 -4.52 0.73  -0.480
C 3.47 -4.77 0.13  0.603
O 4.35 -5.45 0.53  -0.623
O 3.40 -3.98 -0.97  -0.464
H 1.08 -4.21 -2.35  0.454
H 2.20 -3.18 -3.29  0.268
H 0.78 -2.60 -2.27  0.321
H 2.69 -2.12 -0.82  -0.339
H 0.70 -4.31 -0.35  0.004
H 1.02 -2.90 0.77  0.099
C 1.27 2.91 -4.92  -1.330
C 0.08 1.94 -4.95  0.308
C 0.06 0.41 -4.84  -0.158
O -0.98 0.12 -3.88  -0.246
C -1.15 1.28 -3.09  0.346
O -1.73 1.26 -2.04  -0.043
O -0.54 2.30 -3.73  -0.347
H 1.75 2.73 -3.95  0.265
H 0.89 3.91 -5.10  0.351
H 1.80 2.76 -5.86  0.425
H -0.65 2.26 -5.69  0.300
H 0.99 -0.04 -4.50  -0.145
H -0.29 -0.12 -5.73  0.342
C -3.65 -1.29 6.20  -1.202
C -2.37 -0.42 6.20  0.455
C -1.03 -1.17 6.18  -0.740
O -0.39 -0.87 4.98  -0.282
C -1.12 -0.05 4.34  0.591
O -0.93 0.45 3.18  -0.456
O -2.22 0.18 5.01  -0.307
H -3.43 -2.03 5.43  0.244
H -4.58 -0.79 5.94  0.342
H -3.78 -1.97 7.04  0.381
H -2.43 0.36 6.96  0.309
H -1.18 -2.23 6.34  0.330
H -0.35 -1.05 7.03  0.341
C 4.40 0.88 -3.93  -1.119
C 5.45 -0.11 -4.37  0.612
C 5.70 -1.10 -3.21  -0.222
O 6.13 -2.25 -3.96  -0.349
C 5.45 -2.18 -5.15  0.606
O 5.36 -3.15 -5.88  -0.578
O 5.07 -0.92 -5.45  -0.351
H 3.48 0.39 -3.63  0.015
H 4.13 1.65 -4.66  0.374
H 4.68 1.43 -3.03  0.441
H 6.42 0.39 -4.45  0.215
H 4.92 -1.17 -2.45  -0.006
H 6.55 -0.67 -2.68  0.397

=====

The following is a DFT calculation (ωB97M-V with the def2-TZVPD basis set) of a cluster of 3 separate species, C37H67Br2IN2O5 in total in a non-equilibrium geometry.

For the HOMO-LUMO gap (spin up / spin down), the calculation gives 7.52 / 7.36 eV. Its energy above the lowest of the compared OMol25 structures with the same formula, charge and spin is 548.1 kJ/mol. The multiplicity is 3.

Last column: Mulliken charge in e.
Positions of all 114 atoms, in Å:
C 2.43 -0.26 3.83  -1.447
C 1.88 0.15 2.37  0.309
C 2.96 0.03 1.17  -1.281
I 4.33 -1.60 1.76  0.061
C 2.28 -0.26 -0.29  1.571
C 3.48 0.01 -1.30  -0.722
C 3.95 -1.12 -2.31  -0.202
C 5.06 -2.16 -1.71  -0.977
Br 2.56 -2.23 -3.17  -0.170
O 1.71 -1.57 -0.07  -0.235
C 0.30 -1.33 -0.29  0.315
O -0.57 -2.15 -0.63  -0.534
O -0.02 0.08 -0.10  -0.099
C 1.11 0.78 -0.75  -0.412
Br 0.49 0.65 -2.67  -0.022
C 1.05 2.22 -0.05  -0.257
C 0.31 3.38 -0.87  -1.130
C -1.29 3.38 -0.56  1.318
C -1.77 4.91 -0.24  -1.293
C -2.17 2.68 -1.70  -0.201
C -3.77 2.93 -1.57  -0.279
C -4.49 1.47 -1.45  -0.779
C -4.27 0.67 -0.29  0.871
C -3.98 -0.90 -0.33  -1.028
C -4.27 1.39 1.15  -0.733
H 3.46 0.18 4.08  0.348
H 2.35 -1.38 4.06  0.365
H 1.70 0.25 4.58  0.399
H 1.62 1.27 2.46  0.104
H 0.92 -0.43 2.21  0.009
H 3.55 1.03 1.18  0.589
H 4.41 0.31 -0.67  0.414
H 3.26 0.96 -1.93  0.295
H 4.51 -0.59 -3.17  0.457
H 5.86 -1.56 -1.14  0.245
H 4.59 -2.99 -1.09  0.241
H 5.60 -2.58 -2.64  0.309
H 2.13 2.54 0.20  0.369
H 0.43 2.08 0.92  0.086
H 0.68 4.38 -0.42  0.303
H 0.55 3.44 -1.98  0.437
H -1.52 2.81 0.42  -0.514
H -2.68 4.85 0.47  0.252
H -0.97 5.50 0.35  0.423
H -2.12 5.47 -1.17  0.271
H -1.77 2.98 -2.73  0.376
H -2.03 1.54 -1.56  -0.217
H -4.07 3.51 -0.64  -0.069
H -4.14 3.43 -2.53  0.380
H -5.18 1.13 -2.31  0.223
H -4.89 -1.52 -0.63  0.324
H -3.53 -1.20 0.69  0.271
H -3.16 -1.09 -1.12  0.207
H -4.87 0.76 1.90  0.457
H -3.17 1.43 1.52  0.080
H -4.64 2.47 1.10  -0.058
C 9.96 -5.21 -3.36  -1.856
C 8.81 -5.41 -2.34  1.968
C 9.08 -6.64 -1.45  -1.307
C 8.83 -7.98 -2.14  -0.491
C 7.45 -8.01 -2.78  -1.218
C 7.21 -6.81 -3.73  1.577
N 7.51 -5.50 -3.09  0.360
O 6.51 -5.23 -2.21  -0.526
C 8.06 -7.00 -5.01  -1.695
C 5.75 -6.88 -4.26  -1.855
C 8.90 -4.16 -1.43  -1.902
H 9.60 -4.78 -4.30  0.337
H 10.73 -4.53 -2.99  0.489
H 10.48 -6.15 -3.60  0.331
H 8.45 -6.60 -0.56  0.401
H 10.12 -6.62 -1.09  0.328
H 9.60 -8.18 -2.89  0.302
H 8.91 -8.79 -1.41  0.383
H 7.32 -8.95 -3.33  0.386
H 6.69 -8.01 -1.99  0.371
H 7.96 -6.14 -5.68  0.375
H 7.74 -7.89 -5.57  0.429
H 9.12 -7.16 -4.81  0.313
H 5.01 -6.87 -3.46  0.355
H 5.58 -7.81 -4.82  0.416
H 5.54 -6.04 -4.93  0.443
H 8.70 -3.24 -1.99  0.448
H 9.89 -4.07 -0.99  0.491
H 8.20 -4.20 -0.59  0.351
C -8.90 6.15 1.90  -1.883
C -8.41 4.68 2.01  2.092
C -9.59 3.75 2.39  -1.310
C -10.00 3.83 3.85  -0.487
C -8.79 3.66 4.77  -1.192
C -7.65 4.64 4.44  1.613
N -7.28 4.62 2.99  0.205
O -6.59 3.47 2.76  -0.467
C -8.07 6.07 4.87  -1.677
C -6.44 4.33 5.36  -1.888
C -7.98 4.31 0.57  -1.969
H -8.11 6.86 2.19  0.341
H -9.17 6.41 0.87  0.486
H -9.78 6.35 2.51  0.344
H -9.32 2.71 2.17  0.384
H -10.46 3.97 1.76  0.329
H -10.51 4.78 4.06  0.306
H -10.73 3.04 4.07  0.382
H -9.11 3.78 5.81  0.383
H -8.44 2.62 4.69  0.347
H -7.31 6.80 4.60  0.376
H -8.20 6.12 5.96  0.424
H -9.02 6.39 4.45  0.311
H -6.09 3.30 5.26  0.355
H -6.71 4.45 6.41  0.419
H -5.61 5.00 5.15  0.446
H -7.13 4.92 0.24  0.474
H -8.80 4.47 -0.13  0.505
H -7.70 3.26 0.47  0.323

=====

The following is a DFT calculation (ωB97M-V with the def2-TZVPD basis set) of a cluster of 9 separate species, C37H68BN9O in total in a non-equilibrium geometry.

Its SMILES is CBCC(=O)N(C)C.CCCC#N.CCCC#N.CCCC#N.CCCC#N.CCCC#N.CCCC#N.CCCC#N.CCCC#N. For the HOMO-LUMO gap, the calculation gives 9.25 eV.

Last column: Mulliken charge in e.
Positions of all 116 atoms, in Å:
C -0.24 -3.67 -6.13  -0.789
B 0.99 -2.72 -6.08  0.205
C 0.75 -1.26 -5.55  -0.628
C 1.93 -0.31 -5.55  0.555
O 3.04 -0.64 -5.91  -0.638
N 1.72 1.02 -5.13  0.190
C 0.36 1.38 -4.76  -1.067
C 2.32 1.97 -6.09  -1.028
H -0.22 -4.41 -6.93  0.289
H -1.19 -3.11 -6.17  0.257
H -0.24 -4.19 -5.16  0.224
H 2.08 -3.10 -6.40  -0.091
H -0.07 -0.83 -6.13  0.240
H 0.35 -1.37 -4.53  0.244
H -0.01 0.73 -3.96  0.330
H 0.38 2.39 -4.34  0.371
H -0.35 1.38 -5.60  0.348
H 3.28 2.34 -5.71  0.274
H 2.46 1.52 -7.07  0.266
H 1.67 2.84 -6.20  0.410
C -0.76 4.01 -0.53  -0.769
C -0.73 5.04 -1.65  -0.395
C -2.06 5.14 -2.41  -0.497
C -2.40 3.86 -3.03  0.275
N -2.61 2.85 -3.54  -0.454
H -0.95 3.01 -0.91  0.320
H 0.19 3.98 0.00  0.042
H -1.54 4.25 0.20  0.314
H 0.06 4.79 -2.36  0.251
H -0.49 6.02 -1.24  0.343
H -2.00 5.89 -3.20  0.299
H -2.87 5.42 -1.74  0.308
C -3.11 -5.08 -2.22  -1.284
C -2.31 -4.97 -0.93  -0.151
C -1.38 -3.76 -0.89  -0.418
C -0.40 -3.79 -1.98  0.245
N 0.36 -3.81 -2.84  -0.488
H -2.46 -5.20 -3.09  0.308
H -3.78 -5.94 -2.19  0.364
H -3.72 -4.19 -2.38  0.320
H -1.71 -5.88 -0.79  0.319
H -2.99 -4.91 -0.08  0.160
H -0.84 -3.72 0.05  0.304
H -1.96 -2.83 -0.99  0.314
C 4.15 4.48 -0.43  -1.242
C 4.77 4.12 0.92  0.072
C 4.19 2.82 1.50  -0.522
C 2.75 2.93 1.73  0.259
N 1.62 3.02 1.92  -0.459
H 3.07 4.67 -0.33  0.306
H 4.60 5.39 -0.82  0.382
H 4.29 3.69 -1.16  0.316
H 4.62 4.93 1.63  0.324
H 5.84 3.99 0.80  -0.099
H 4.67 2.58 2.45  0.324
H 4.36 1.99 0.82  0.293
C -4.58 -6.90 2.63  -1.182
C -3.76 -6.81 3.91  -0.478
C -2.78 -5.62 3.90  -0.082
C -1.81 -5.73 2.81  0.152
N -1.06 -5.80 1.94  -0.478
H -3.94 -7.08 1.77  0.385
H -5.28 -7.73 2.70  0.339
H -5.15 -5.99 2.46  0.283
H -3.20 -7.73 4.07  0.337
H -4.43 -6.68 4.76  0.310
H -2.23 -5.57 4.84  0.336
H -3.33 -4.69 3.78  0.075
C -5.03 -3.37 7.66  -0.820
C -5.13 -2.62 6.34  -0.329
C -6.49 -2.80 5.66  -0.440
C -6.75 -4.21 5.34  0.234
N -6.93 -5.32 5.08  -0.463
H -5.14 -4.44 7.52  0.312
H -4.07 -3.19 8.13  0.362
H -5.82 -3.04 8.35  0.024
H -4.34 -2.95 5.66  0.167
H -4.98 -1.55 6.50  0.330
H -6.54 -2.24 4.73  0.304
H -7.30 -2.45 6.31  0.325
C 4.61 3.22 -9.53  -1.250
C 3.29 2.63 -10.01  -0.164
C 2.69 3.39 -11.20  -0.434
C 2.42 4.79 -10.87  0.219
N 2.21 5.89 -10.61  -0.424
H 4.49 4.25 -9.19  0.358
H 5.02 2.64 -8.71  0.334
H 5.35 3.22 -10.34  0.371
H 2.57 2.64 -9.18  0.094
H 3.43 1.59 -10.29  0.331
H 1.76 2.93 -11.52  0.287
H 3.38 3.36 -12.05  0.298
C -6.16 0.22 11.79  -1.142
C -5.90 -0.98 12.69  -0.408
C -5.52 -2.24 11.90  -0.353
C -6.59 -2.64 10.98  0.228
N -7.42 -2.96 10.25  -0.482
H -7.00 0.04 11.12  0.352
H -6.40 1.10 12.39  0.327
H -5.29 0.45 11.18  0.300
H -6.79 -1.19 13.29  0.296
H -5.09 -0.76 13.38  0.303
H -5.33 -3.07 12.57  0.311
H -4.62 -2.06 11.31  0.277
C 9.25 4.05 -0.76  -1.076
C 10.22 4.51 0.32  -0.387
C 9.65 4.38 1.74  -0.423
C 8.44 5.20 1.90  0.267
N 7.49 5.84 1.98  -0.455
H 8.35 4.66 -0.76  0.284
H 9.71 4.12 -1.74  0.332
H 8.95 3.01 -0.60  0.304
H 10.51 5.55 0.14  0.295
H 11.14 3.91 0.27  0.299
H 10.37 4.70 2.48  0.307
H 9.38 3.35 1.95  0.277